Entry 1:
Entry from the OMol25 dataset: a molecular structure, C40H36N2P2Se3Sn (ωB97M-V with the def2-TZVPD basis set).

The LUMO energy is -0.241 eV. As for the HOMO energy: -0.263 Ha. As for the total energy: -9756.70445 hartree. Its multiplicity is 1.

Element x y z (Å)
N (-0.2399, -1.0902, 2.1521)
C (2.1387, 2.7397, 2.1726)
C (6.5452, -2.2192, -0.2734)
Se (-1.3217, 3.1977, 0.5527)
C (3.7574, 0.3309, -4.1109)
C (-0.4257, -4.3271, 0.1092)
C (3.0786, -0.5488, -4.9464)
H (-1.7040, -2.5647, 2.3068)
C (-3.9235, 3.6494, -3.4356)
C (-6.1488, 1.3703, 2.8497)
Sn (-0.4958, 0.0095, -1.2970)
C (0.1011, -2.0129, -0.4621)
C (-3.9307, 2.5281, -1.3062)
H (-1.8587, -2.8871, -0.5422)
C (1.4199, -2.3121, -0.1488)
C (1.8384, -3.5725, 0.2906)
C (2.3035, -1.5561, -4.3995)
H (2.8776, -3.7623, 0.5223)
C (1.1764, -0.9203, 2.4485)
H (-0.0419, -3.1681, 2.3130)
C (-0.6942, -2.3670, 2.6685)
H (-0.8317, 0.9329, 2.1915)
H (-6.7655, 2.5672, 4.5198)
C (-6.0781, 2.4738, 3.6881)
H (-1.1646, -5.1142, 0.2003)
C (-5.8384, 2.3606, -2.7656)
C (2.5734, 1.7161, 0.0538)
H (-2.1189, -0.2350, 2.3847)
C (2.8084, -0.7571, -2.1759)
H (1.5412, -2.4464, -2.6157)
H (1.3617, 1.4312, 3.6771)
C (-5.2526, 1.2374, 1.7997)
C (-0.8947, -0.1119, -4.6435)
C (2.2283, 0.4659, 0.5678)
Se (-1.4614, -1.3469, -3.4162)
C (1.7298, 1.5095, 2.6615)
C (1.7448, 0.3620, 1.8754)
H (-3.4161, 4.2708, -4.1620)
H (2.8092, 3.8076, 0.4294)
C (4.5166, -1.7448, 1.5535)
H (-6.8979, 0.6068, 3.0168)
P (-3.0622, 2.0388, 0.2195)
H (1.7679, -2.2451, -5.0388)
C (-1.0845, -0.0169, 2.6519)
H (4.3849, 1.1060, -4.5308)
H (7.3345, -2.3952, -0.9923)
Se (-2.7977, -0.1606, 0.0391)
C (3.6362, 0.2231, -2.7379)
H (-1.0209, 0.0807, 3.7518)
H (-6.8293, 1.9763, -2.9724)
C (5.7614, -2.1599, 1.9919)
C (-4.2828, 2.2137, 1.5714)
H (4.2284, 0.8788, -2.1170)
H (3.1543, -0.4470, -6.0213)
N (-0.5209, 0.6449, -5.4322)
H (1.3734, -0.9440, 3.5376)
H (5.1239, -1.7062, -1.7807)
H (2.8320, 1.8248, -0.9846)
H (-5.6834, 3.4040, -4.6345)
C (-3.2905, 3.3347, -2.2389)
H (3.7522, -1.5425, 2.2858)
C (6.7798, -2.3990, 1.0789)
H (-3.4673, 4.0772, 2.2356)
H (-5.0566, 4.3110, 4.1173)
C (5.2932, -1.8149, -0.7191)
C (-5.1944, 3.1646, -3.6986)
C (-0.8119, -3.0611, -0.3158)
H (-2.2956, 3.7042, -2.0258)
H (5.9375, -2.2923, 3.0512)
H (1.6725, -1.7868, 2.0161)
P (2.6289, -1.0204, -0.3944)
C (4.2644, -1.5737, 0.1900)
C (0.9073, -4.5900, 0.4149)
H (1.2172, -5.5747, 0.7395)
C (-5.2082, 2.0380, -1.5760)
C (-4.2226, 3.3217, 2.4109)
H (-5.7085, 1.3972, -0.8614)
H (7.7514, -2.7279, 1.4236)
C (2.1695, -1.6655, -3.0222)
C (2.5375, 2.8481, 0.8487)
H (-5.2953, 0.3586, 1.1691)
H (2.1037, 3.6142, 2.8095)
H (-0.7078, -2.3881, 3.7717)
C (-5.1176, 3.4492, 3.4649)

***

Entry 2:
Entry from the OMol25 dataset: a molecular structure, C40H36N5O2ReS4Si (ωB97M-V with the def2-TZVPD basis set).

The LUMO energy (alpha / beta) is -4.277 / -4.469 eV. The charge is +1. As for the HOMO energy (alpha / beta): -0.391 / -0.392 Ha. As for the total energy: -3930.50812 hartree. Its multiplicity is 2.

Element x y z (Å)
C (-3.3493, -2.7112, 5.3022)
C (2.8192, 4.1752, 2.1293)
C (-1.6131, 1.4392, 5.7866)
C (-3.9322, -0.3994, 3.7849)
C (2.1872, -1.1220, 2.6307)
H (3.1178, 0.1061, 4.1412)
H (1.4549, -2.6545, 1.3199)
H (-3.1182, -3.5950, 5.8811)
H (-0.6980, -0.2506, 6.7400)
H (4.0774, 0.5682, 1.7128)
C (-5.4791, 0.5593, -5.0814)
H (-2.2598, 1.5876, -4.8947)
C (3.6939, 1.5772, 1.7922)
H (2.7526, 2.6031, -0.3290)
H (-1.0323, 2.4240, 2.6129)
C (0.0225, 0.0168, 4.7401)
C (3.8570, -3.1495, 3.6328)
H (0.6726, -0.8457, 4.8065)
H (3.0423, -1.4240, -1.3799)
H (-2.3600, 3.0400, 4.5644)
H (4.1655, -0.0511, -1.4544)
C (-1.3083, -2.3738, -1.5763)
N (-1.5920, -3.6692, -1.7045)
C (1.9267, 3.1134, 2.2162)
C (-2.3078, 3.3059, -2.2548)
C (2.3279, 1.7866, 2.0202)
H (0.9000, 3.3325, 2.4850)
C (-1.7760, 2.0952, -1.8343)
C (-1.8409, 4.4838, -1.7008)
H (4.8611, 4.7593, 1.8052)
C (3.2627, -0.4348, -0.9839)
S (-1.2749, -3.2211, 3.4090)
H (-6.5875, -0.3314, -3.4745)
Re (-0.1899, 0.1471, -0.1908)
H (5.6469, 2.4236, 1.5453)
N (-1.6731, -0.2113, -1.7697)
C (-2.6434, -2.3904, 4.1650)
H (-2.2554, 5.4329, -2.0124)
C (4.1599, 3.9372, 1.8626)
C (-4.6601, -0.7078, 4.9283)
C (-4.2639, 1.0947, -5.4827)
C (-0.8429, 4.4298, -0.7393)
C (-4.5873, 0.1483, -2.8874)
H (4.4954, -3.9322, 4.0215)
N (-1.0702, -2.0803, 2.1856)
C (-0.3385, 3.1989, -0.3740)
C (-0.0348, 0.7564, 3.5562)
C (4.5967, 2.6290, 1.7112)
Si (1.0919, 0.3187, 2.0937)
C (-1.6917, 2.1893, 4.6200)
O (-0.1356, -3.2127, 4.2705)
H (0.4531, 3.1066, 0.3575)
H (-1.0413, -4.3637, -1.2306)
C (-2.9166, -1.2606, 3.4138)
C (-1.9647, -1.1680, 2.2800)
C (3.0732, -0.8797, 3.6905)
H (2.4714, 5.1868, 2.2987)
C (-3.3724, 0.6980, -3.2849)
C (-0.9196, 1.8415, 3.5225)
H (1.8996, 2.9531, -1.8681)
S (-2.1437, 0.0777, 1.0692)
C (-3.2109, 1.1712, -4.5833)
H (-4.1422, 0.4932, 3.2106)
C (-2.2619, 0.7987, -2.3143)
H (3.3736, -0.4869, 0.0939)
H (4.5602, -1.6648, 5.0160)
C (-5.6403, 0.0886, -3.7850)
C (-0.7608, 0.3481, 5.8399)
C (2.1593, -2.4101, 2.1016)
H (-2.4738, -3.9392, -2.1095)
C (2.9872, -3.4136, 2.5881)
H (-4.9537, -2.0590, 6.5634)
H (-6.3018, 0.5044, -5.7817)
H (2.9354, -4.4078, 2.1631)
S (0.2629, -1.9625, -0.8360)
S (1.8869, 0.6265, -1.4530)
H (-0.4507, 5.3229, -0.2745)
C (3.8941, -1.8779, 4.1897)
C (2.5859, 2.2842, -1.3537)
H (-3.0923, 3.3052, -2.9971)
H (3.5252, 2.2648, -1.9029)
O (-1.6912, -4.4399, 2.7859)
H (-4.1344, 1.4525, -6.4951)
H (-5.4586, -0.0509, 5.2461)
H (-4.7011, -0.2305, -1.8796)
N (-2.1046, -1.4692, -2.0625)
N (-0.7945, 2.0511, -0.8980)
H (-2.2182, 1.7024, 6.6449)
C (-4.3731, -1.8448, 5.6761)

***

Let's list max |F| in order: 0.81, 0.07 eV Å⁻¹.